No. 1
A 2-piece molecular cluster, C3H9OS overall. Source: OMol25; level of theory: ωB97M-V/def2-TZVPD.

Summary:
LUMO energy: 0.129 Eh
Gap between HOMO and LUMO: 5.83 eV
ΔE to the lowest compared entry with this formula, charge and spin: 2.181 eV
E: -16138.8757 eV

```
! RIJCOSX wB97M-V def2-TZVPD def2/J DEFGRID3
* xyz -1 1
H 0.211 0.068 2.204
O -0.193 -1.020 -0.710
S -0.035 2.520 -0.560
C -0.276 0.751 1.503
C -0.506 -2.229 -1.227
H -0.990 0.205 0.886
H -0.753 1.541 2.098
H -1.250 -2.810 -0.629
C 0.770 1.295 0.539
H 0.391 -2.905 -1.335
H 0.915 2.518 -1.506
H 1.575 1.786 1.096
H -0.979 -2.218 -2.247
H 1.120 0.497 -0.110
*
```

No. 2
A single C3H6N2O molecule. Source: OMol25; level of theory: ωB97M-V/def2-TZVPD.

Summary:
LUMO energy: 0.013 Eh
Gap between HOMO and LUMO: 9.81 eV
ΔE to the lowest compared entry with this formula, charge and spin: 4.118 eV
SMILES string: C=CCNN=O
E: -8232.5811 eV

```
! RIJCOSX wB97M-V def2-TZVPD def2/J DEFGRID3
* xyz 0 1
H -0.188 0.973 -1.202
H 1.338 0.496 1.135
O -0.070 -1.161 -2.892
H 1.137 -1.431 -0.159
H -1.625 1.101 1.576
H -0.217 1.259 2.775
C -0.562 1.007 1.778
H -1.187 -0.337 -0.478
N 0.426 -1.713 -1.918
N 0.845 -0.839 -0.933
C -0.187 0.110 -0.527
C 0.290 0.536 0.844
*
```

No. 3
C25H34N2O8Ti as an isolated structure. Source: OMol25; level of theory: ωB97M-V/def2-TZVPD.

Summary:
LUMO energy (spin up / spin down): 0.174 / 0.174 Eh
Gap between HOMO and LUMO (spin up / spin down): 3.85 / 6.76 eV
Expectation value of S²: 2.046
ΔE to the lowest compared entry with this formula, charge and spin: 0.000 eV
E: -68954.2114 eV

```
! RIJCOSX wB97M-V def2-TZVPD def2/J DEFGRID3
* xyz -2 3
C 1.215 -1.145 -4.465
H -1.495 -0.717 -4.445
N 0.168 -0.689 -2.321
H 1.279 -1.844 -5.307
C 2.835 0.117 0.552
O -3.821 -2.547 -0.312
O 0.866 -1.341 0.320
C -3.890 1.509 -4.446
H 2.752 2.931 -1.089
H 0.757 -0.193 2.526
C -4.301 1.205 1.913
C -1.564 2.052 -3.927
H -5.148 1.500 2.521
C -4.320 -0.006 1.180
C -1.386 2.350 -5.310
H -1.114 -0.084 4.732
C -2.042 1.550 1.158
H 0.921 -0.165 -4.846
C -3.692 1.804 -5.802
O 2.808 0.988 -0.554
H -1.194 -2.409 -4.907
H 1.133 3.385 -2.605
H -2.958 2.788 2.601
H -4.863 1.172 -4.106
C -0.633 2.014 1.328
C -3.236 -0.340 0.415
H -4.499 1.699 -6.517
N -2.161 0.489 0.290
Ti -0.527 -0.012 -0.897
H 0.614 -1.617 3.597
H 2.425 -1.329 -0.949
H 3.694 2.607 0.391
H 1.133 -2.842 1.690
H -0.127 -3.301 -2.126
H 1.894 2.559 0.426
H 2.203 -1.050 -4.006
O -0.344 2.975 2.053
C 0.584 -3.003 -2.899
C -2.870 1.628 -3.532
H -0.928 1.091 3.395
O -1.803 -1.689 -0.810
C -1.430 0.169 3.706
H -2.506 0.334 3.683
C -2.993 -1.636 -0.282
H 2.239 0.531 1.369
H -0.416 2.665 -5.675
C -1.194 -1.698 -4.071
C -3.099 1.945 1.935
H -0.541 -2.474 1.203
H 1.534 1.714 -2.996
H -5.148 -0.701 1.236
C 0.422 -2.037 1.473
C 2.265 -1.224 0.126
H -1.923 -2.021 -3.327
O -1.155 -0.889 2.822
C 0.194 -1.610 -3.417
C -0.540 2.124 -2.957
C 2.784 2.345 -0.172
H -2.242 2.452 -7.257
H 0.579 -3.747 -3.704
O -0.774 1.840 -1.711
H 3.877 -0.012 0.894
H 1.045 2.836 -4.291
H 1.586 -2.976 -2.461
C 0.871 2.545 -3.255
C -2.422 2.225 -6.210
C 0.223 -1.137 2.683
O 0.231 1.242 0.750
H -3.034 1.394 -2.487
H 2.765 -2.042 0.656
*
```

No. 4
C2H2CdO2 as an isolated structure. Source: OMol25; level of theory: ωB97M-V/def2-TZVPD.

Summary:
LUMO energy (spin up / spin down): -0.087 / -0.088 Eh
Gap between HOMO and LUMO (spin up / spin down): 4.78 / 4.50 eV
ΔE to the lowest compared entry with this formula, charge and spin: 0.000 eV
E: -10761.6943 eV

```
! RIJCOSX wB97M-V def2-TZVPD def2/J DEFGRID3
* xyz 0 1
H -1.052 -1.357 0.689
Cd 2.106 0.711 0.146
O 1.019 -0.941 0.616
O 0.334 1.400 -0.596
H -1.513 0.353 -0.912
C -0.622 0.516 -0.243
C -0.272 -0.682 0.301
*
```

No. 5
A 3-piece molecular cluster, C20H37BN3O6 overall. Source: OMol25; level of theory: ωB97M-V/def2-TZVPD.

Summary:
LUMO energy: -0.167 Eh
Gap between HOMO and LUMO: 6.09 eV
E: -38755.7038 eV

```
! RIJCOSX wB97M-V def2-TZVPD def2/J DEFGRID3
* xyz 1 1
H -0.466 3.713 3.986
C 0.033 -1.997 4.467
O -1.822 3.352 2.505
H -2.129 4.203 5.764
H 0.108 2.590 -1.929
H 2.827 -3.425 2.717
C 2.860 -0.967 -3.336
H 1.736 1.228 -3.597
H -4.829 0.699 -2.312
H -1.738 1.343 -3.558
H 0.203 2.103 0.607
C 0.868 1.402 -0.052
H 1.986 -2.020 2.081
H 7.372 -1.921 -1.786
C -0.159 -0.930 3.430
C -3.662 4.899 1.992
H -6.314 -1.741 -2.004
C -4.303 -0.363 -2.260
O 0.547 -3.189 4.093
H -5.056 -4.256 -1.843
H -3.241 5.589 2.719
H 1.940 -0.720 -1.517
H -3.879 5.491 1.098
H -0.343 -1.316 2.430
H 4.391 -1.968 -4.424
N 2.573 -0.135 -2.106
C 0.530 1.519 -1.685
C -5.147 -1.776 -2.085
H 0.693 0.266 0.264
C -1.685 0.854 -2.485
N 4.168 -1.396 -3.580
C 6.243 -2.233 -1.858
C -2.432 3.712 4.835
H -1.042 -0.342 3.698
C -1.927 -1.996 -2.305
O -0.344 0.406 -2.084
C -2.664 -0.496 -2.357
N 1.774 -1.401 -4.319
H -4.592 4.476 2.381
H -3.454 4.018 4.598
H 2.089 -3.494 1.099
H 6.201 -3.278 -2.390
H -2.091 1.625 -1.686
H 5.814 -2.379 -0.776
C 1.966 -3.112 2.116
C -1.471 4.053 3.714
H -1.394 5.129 3.534
H 2.023 1.597 0.137
H 1.653 -2.442 -4.269
C 1.998 1.225 -2.431
O -2.857 3.214 0.523
C -4.429 -3.254 -1.999
H -2.458 2.629 5.000
H 0.880 -0.968 -3.953
H -0.759 -2.150 -2.380
O 5.721 0.370 -2.435
H 5.405 0.817 -3.293
B 5.342 -1.061 -2.635
H 0.710 -4.723 2.758
O -0.200 -1.766 5.654
H -0.205 -3.362 2.143
H 2.801 2.026 -2.145
C -2.803 -3.410 -2.130
H 0.719 -0.279 3.418
C -2.736 3.782 1.608
H -2.220 -4.438 -2.091
C 0.679 -3.629 2.728
*
```

No. 6
A 2-piece molecular cluster, C4H12N2 overall. Source: OMol25; level of theory: ωB97M-V/def2-TZVPD.

Summary:
LUMO energy: 0.032 Eh
Gap between HOMO and LUMO: 9.57 eV
ΔE to the lowest compared entry with this formula, charge and spin: 2.906 eV
SMILES string: C=CC.NCN
E: -7320.1232 eV

```
! RIJCOSX wB97M-V def2-TZVPD def2/J DEFGRID3
* xyz 0 1
H 0.720 -0.494 0.380
C -1.310 2.646 0.529
H -2.398 1.053 -0.082
N 1.220 -1.306 0.049
H 1.741 -3.591 -1.229
H 0.755 2.996 0.942
C 0.429 -2.067 -0.991
C -1.366 1.368 0.119
H -0.516 0.757 -0.121
H -1.754 3.326 -0.214
H -0.208 2.670 2.380
H 0.635 -3.960 -0.175
H 2.071 -1.047 -0.432
H -0.305 4.266 1.580
N 0.754 -3.449 -1.045
H -0.610 -1.808 -0.803
C -0.216 3.196 1.426
H 0.773 -1.660 -1.961
*
```